[1]
The following is a quantum chemistry calculation of a cluster of 2 separate species, C4H14N3O in total at a distorted geometry, from OMol25.

The geometry in XYZ format:
```
22
Properties=species:S:1:pos:R:3:forces:R:3
C 0.448 1.485 0.342 0.32 0.79 -0.03
C -0.707 1.093 1.218 -1.13 -0.22 0.06
C -1.620 -0.022 0.630 -0.10 0.24 0.74
N -2.849 -2.103 -0.795 0.06 0.04 0.15
C -1.527 -1.860 -0.862 -0.60 0.49 -0.28
N -0.908 -0.945 -0.216 0.95 -0.01 -0.25
N 1.401 0.353 0.300 0.05 -0.49 -0.61
H 1.004 2.351 0.703 -0.23 0.03 0.16
H 0.130 1.726 -0.673 0.01 -0.25 0.00
H -0.427 0.805 2.230 0.57 -0.03 -0.01
H -1.349 1.960 1.371 0.09 0.15 -0.06
H -2.090 -0.511 1.495 0.03 -0.14 -0.12
H -2.436 0.472 0.108 -0.17 0.02 -0.45
H -3.293 -2.804 -1.370 0.10 0.17 0.20
H -3.394 -1.590 -0.121 -0.23 -0.22 -0.16
H -1.002 -2.426 -1.619 0.23 -0.27 0.17
H 0.818 -0.425 -0.123 -0.06 -0.16 0.35
H 1.645 0.121 1.260 0.24 -0.24 -0.12
H 2.250 0.509 -0.259 0.12 0.14 0.17
H 5.128 0.801 -0.630 -0.06 0.07 0.12
H 4.505 0.325 -1.925 -0.11 0.03 -0.03
O 4.274 0.687 -1.062 -0.11 -0.13 -0.01
```
Positions in Å, forces in eV/Å.

Its total charge is +1. The electronic energy is -10887.372 eV. For the HOMO energy, the calculation gives -12.8625 eV. For the HOMO-LUMO gap, the calculation gives 10.35 eV.

***

[2]
The following is a quantum chemistry calculation of the molecule C8H8O3S2 at a distorted geometry, from OMol25.

The geometry in XYZ format:
```
21
Properties=species:S:1:pos:R:3:forces:R:3
O -0.468 2.197 -0.616 -0.41 -1.08 -0.13
C -0.587 1.055 -0.244 1.62 -1.07 2.40
O 0.472 0.139 -0.023 0.18 1.65 -0.84
C 1.903 0.597 -0.437 -5.66 -1.81 -4.39
C 2.514 1.247 0.686 -1.23 2.98 1.09
S 3.553 0.088 1.620 -1.14 -0.06 -0.47
S 4.014 -0.726 -0.205 1.60 -1.67 -1.45
C 2.397 -0.813 -1.088 -2.53 -0.15 0.61
C -1.682 0.284 0.396 -2.95 -4.01 -2.25
C -1.862 -1.180 0.205 0.55 1.21 -1.42
C -3.244 -1.471 0.535 -1.04 -2.33 -1.39
C -3.854 -0.260 0.639 -1.73 0.74 1.20
O -2.983 0.787 0.581 0.61 -0.62 0.08
H 1.532 1.406 -1.153 1.46 -1.10 0.27
H 1.435 1.674 1.062 3.29 -0.54 0.52
H 3.130 2.105 0.280 -0.54 -0.87 0.77
H 1.586 -1.731 -0.628 2.70 2.81 -1.34
H 2.276 -0.879 -2.374 1.13 0.42 4.09
H -1.243 -1.920 -0.539 -1.06 2.08 2.78
H -3.900 -2.562 0.455 2.40 3.55 0.31
H -4.991 -0.038 0.849 2.76 -0.14 -0.44
```
Positions in Å, forces in eV/Å.

Its total charge is 0. The electronic energy is -36232.996 eV. For the HOMO energy, the calculation gives -8.5036 eV. For the HOMO-LUMO gap, the calculation gives 8.50 eV.

***

[3]
The following is a quantum chemistry calculation of the molecule C5H13NOS at a distorted geometry, from OMol25.

The geometry in XYZ format:
```
21
Properties=species:S:1:pos:R:3:forces:R:3
O -4.043 0.693 0.323 -3.39 -2.82 -1.28
C -3.035 -0.117 -0.275 1.96 1.62 0.61
C -1.728 0.784 -0.252 0.92 -2.48 0.59
C -0.472 -0.112 0.078 0.09 -0.27 0.28
N 0.856 0.446 -0.229 -0.41 -0.82 1.16
C 1.968 -0.594 -0.233 -1.52 1.81 -2.74
C 3.272 0.202 0.055 -1.14 -0.89 1.86
S 4.115 -0.873 1.356 0.56 1.00 -0.78
H -4.849 0.024 0.157 2.02 2.83 0.99
H -3.246 -0.339 -1.325 -0.23 -0.46 0.23
H -2.954 -0.994 0.407 0.53 0.17 -0.98
H -1.907 1.581 0.427 0.03 0.46 1.08
H -1.452 1.289 -1.149 -0.47 0.10 -1.27
H -0.374 -0.327 1.171 -0.71 -0.18 -0.70
H -0.620 -1.093 -0.471 0.03 0.73 0.49
H 0.871 1.105 -0.997 0.16 -0.50 -0.23
H 1.774 -1.503 0.364 -0.04 1.16 0.49
H 1.880 -1.039 -1.263 0.92 0.26 0.51
H 3.017 1.208 0.448 -0.16 -0.90 0.45
H 3.861 0.512 -0.779 0.84 -0.92 -0.73
H 3.064 -0.852 2.185 0.00 0.08 -0.04
```
Positions in Å, forces in eV/Å.

Its total charge is 0. The electronic energy is -19766.473 eV. For the HOMO energy, the calculation gives -8.5043 eV. For the HOMO-LUMO gap, the calculation gives 9.32 eV.

***

[4]
The following is a quantum chemistry calculation of a structure of composition C34H50ClFIN7O4STi, from OMol25.

The geometry in XYZ format:
```
100
Properties=species:S:1:pos:R:3:forces:R:3
Ti 0.685 0.272 1.381 0.62 0.14 0.49
C -3.544 0.802 -4.827 0.00 0.00 -0.01
C -4.061 -0.244 -3.855 0.03 -0.01 0.01
C -4.238 -1.595 -4.527 -0.01 0.00 -0.01
C -4.909 -2.568 -3.575 0.00 -0.01 0.00
C -4.184 -2.603 -2.256 0.03 0.00 -0.01
C -4.316 -3.685 -1.415 0.01 -0.02 0.01
C -3.600 -3.749 -0.223 0.00 0.00 0.00
F -3.771 -4.827 0.557 0.00 0.00 0.00
C -2.725 -2.772 0.148 -0.01 0.02 -0.02
C -2.578 -1.659 -0.689 -0.01 0.00 0.01
C -1.618 -0.628 -0.330 0.09 -0.12 0.00
O -0.893 -0.795 0.695 -0.37 -0.07 -0.08
C -1.546 0.493 -1.174 -0.04 0.07 0.00
C -2.328 0.537 -2.302 0.08 -0.02 -0.02
N -3.172 -0.421 -2.675 -0.07 0.02 0.02
C -3.320 -1.557 -1.875 0.01 -0.01 -0.01
C -0.641 1.656 -0.930 0.03 -0.05 -0.02
O -0.574 2.563 -1.733 -0.07 0.01 0.03
O 0.048 1.624 0.183 -0.03 0.02 0.01
H -4.194 0.799 -5.701 0.00 0.00 0.00
H -2.530 0.567 -5.155 0.00 0.00 0.00
H -3.560 1.811 -4.419 0.00 0.00 0.00
H -5.031 0.077 -3.460 0.00 0.01 -0.02
H -3.257 -1.971 -4.833 0.00 0.01 0.00
H -4.836 -1.464 -5.429 0.00 -0.01 0.00
H -4.928 -3.573 -3.998 -0.02 0.00 0.00
H -5.951 -2.272 -3.419 0.00 0.02 0.00
H -4.966 -4.509 -1.680 0.00 0.00 0.00
H -2.139 -2.842 1.052 -0.01 0.00 0.01
H -2.232 1.406 -2.934 -0.01 0.01 0.00
Cl 0.545 -3.572 -0.301 0.03 -0.02 0.00
C 0.736 -2.305 -1.481 0.02 -0.01 -0.02
C 0.169 -2.499 -2.732 0.01 -0.01 -0.01
C 0.311 -1.528 -3.713 -0.01 0.00 0.00
C 1.027 -0.372 -3.425 -0.04 -0.01 0.02
C 1.580 -0.194 -2.169 -0.09 0.04 0.04
C 1.446 -1.146 -1.150 0.04 0.03 -0.04
C 1.994 -0.876 0.197 -0.11 -0.05 -0.05
H -0.366 -3.418 -2.930 0.00 0.00 0.00
H -0.118 -1.685 -4.695 0.00 0.00 0.01
H 1.148 0.402 -4.174 0.00 0.00 0.00
H 2.111 0.723 -1.938 -0.08 -0.06 0.00
H 2.847 -0.193 0.153 0.03 -0.04 0.00
H 2.239 -1.777 0.758 -0.01 0.02 0.06
N 1.446 3.581 2.277 0.08 -0.02 -0.11
C 2.284 2.522 2.664 -0.17 -0.07 0.14
O 1.896 1.355 2.096 -0.12 0.11 -0.18
C 3.266 2.549 3.554 0.17 0.09 -0.06
I 1.744 0.628 6.466 -0.08 -0.03 0.09
H 1.155 3.465 1.312 0.02 0.03 0.01
H 1.899 4.477 2.392 -0.03 -0.01 0.05
H 3.518 3.453 4.087 0.03 0.06 -0.09
H 3.788 1.642 3.808 -0.08 -0.02 0.10
N 2.668 -1.276 3.408 -0.01 0.01 -0.16
H 2.517 -0.830 4.319 -0.02 -0.01 0.02
H 3.251 -0.623 2.892 0.03 -0.03 0.00
H 3.226 -2.107 3.567 0.00 0.00 0.03
C -3.626 0.257 6.105 0.01 -0.01 0.01
C -2.128 0.523 6.130 0.08 0.00 0.03
N -1.409 -0.236 5.107 -0.05 -0.01 -0.01
C -1.050 -1.614 5.437 0.02 -0.02 0.01
C -1.763 -2.632 4.557 0.00 -0.03 -0.01
C -0.920 0.338 4.010 0.15 0.06 0.04
C -1.303 1.747 3.682 0.01 0.01 -0.02
N -0.081 -0.265 3.210 -0.24 -0.11 -0.26
H -4.135 0.893 6.829 0.00 -0.01 0.02
H -3.846 -0.782 6.358 0.01 0.00 -0.02
H -4.044 0.458 5.116 0.00 0.02 0.01
H -1.689 0.245 7.088 0.00 0.01 0.02
H -1.905 1.580 6.016 -0.02 0.01 -0.04
H -1.308 -1.765 6.483 -0.03 -0.01 -0.01
H 0.039 -1.716 5.401 0.00 0.02 0.00
H -2.845 -2.556 4.671 -0.01 0.00 0.00
H -1.459 -3.642 4.833 0.00 0.01 0.00
H -1.522 -2.483 3.503 -0.01 0.00 0.00
H -0.669 2.414 4.272 0.00 0.00 0.00
H -2.350 1.955 3.896 0.00 0.00 0.00
H -1.106 1.964 2.633 0.00 0.00 0.00
H 0.328 -1.124 3.561 0.03 0.02 0.01
C 5.674 0.227 -1.333 -0.01 -0.01 0.01
N 4.841 0.935 -2.287 0.08 0.08 -0.04
C 4.613 0.215 -3.530 0.03 0.02 -0.02
C 4.115 2.024 -1.918 -0.02 -0.05 0.03
S 3.883 2.451 -0.322 0.02 -0.02 -0.03
N 3.539 2.716 -2.963 0.05 0.06 0.00
C 2.498 3.686 -2.659 -0.01 -0.01 0.01
C 4.390 3.143 -4.069 -0.02 -0.04 -0.01
H 6.568 -0.131 -1.847 -0.01 -0.01 -0.01
H 5.143 -0.632 -0.911 -0.01 0.01 0.01
H 5.954 0.891 -0.523 0.02 0.00 -0.01
H 4.477 -0.844 -3.301 -0.02 0.01 0.00
H 5.456 0.310 -4.220 0.02 0.00 0.01
H 3.712 0.580 -4.016 0.03 0.00 0.00
H 1.763 3.262 -1.980 0.01 0.02 -0.02
H 2.001 3.944 -3.596 0.00 0.00 0.00
H 2.910 4.594 -2.208 0.00 0.00 0.00
H 5.308 2.566 -4.102 0.01 -0.02 0.00
H 4.658 4.197 -3.941 0.00 0.00 0.00
H 3.870 3.034 -5.023 0.00 0.00 0.00
```
Positions in Å, forces in eV/Å.

Its total charge is 0. The electronic energy is -111987.170 eV. For the HOMO energy, the calculation gives -6.1254 eV. For the HOMO-LUMO gap, the calculation gives 5.16 eV.

***

ΔE to the lowest compared entry with this formula, charge and spin (computed, kcal per mole): 18.2, 124.9, 60.6, 5.8